{
  "formula": "C5H16N2O",
  "method": "ωB97M-V/def2-TZVPD",
  "elements": ["C", "C", "C", "C", "C", "N", "N", "H", "H", "H", "H", "H", "H", "H", "H", "H", "H", "H", "H", "H", "H", "H", "H", "O"],
  "xyz": [[-2.8343, 2.1402, -0.2194], [-1.5354, 1.6101, -0.8265], [-1.3063, 0.0670, -0.6955], [0.0924, -0.3058, -0.2808], [0.3572, -0.9700, 0.8157], [1.6153, -1.6693, 1.0811], [-1.2348, 2.1378, -2.2438], [-3.1254, 1.4696, 0.5853], [-2.7227, 3.1157, 0.2514], [-3.6338, 2.2551, -0.9391], [-0.7638, 2.0785, -0.2139], [-1.6114, -0.5508, -1.5460], [-2.0760, -0.1850, 0.0311], [0.8035, -0.1029, -1.0812], [-0.4461, -1.1286, 1.5248], [1.6464, -2.5572, 0.5696], [1.7454, -1.9045, 2.0563], [2.4560, -1.1561, 0.8026], [-0.3018, 2.5489, -2.2098], [-1.8932, 2.8724, -2.5156], [-1.2291, 1.4000, -2.9326], [4.1669, -3.5744, 2.1118], [4.4852, -2.2226, 2.7144], [3.8783, -2.6536, 2.0896]],
  "forces_ev_per_angstrom": [[-0.066, 0.094, -0.263], [0.700, -0.098, 0.612], [-0.913, 0.897, 0.545], [-0.298, 0.089, -1.436], [-0.691, -0.194, 0.238], [-0.083, 0.317, -0.529], [0.028, 0.312, 1.022], [-0.259, -0.033, -0.128], [0.326, 0.077, -0.158], [-0.370, -0.362, -0.154], [0.212, -0.101, -0.165], [0.214, 0.363, -0.353], [0.391, -0.450, 0.410], [0.441, -0.234, 0.375], [0.324, -0.330, 0.231], [0.043, -0.032, 0.084], [0.223, -0.141, 0.550], [0.044, 0.017, 0.028], [-0.019, 0.132, -0.380], [-0.017, -0.069, -0.125], [-0.211, -0.270, -0.448], [-0.031, -0.050, -0.094], [-0.182, -0.060, -0.228], [0.194, 0.126, 0.366]],
  "lowdin_charge": [-0.02, -0.29, -0.12, -0.07, -0.06, 0.20, 0.25, 0.10, 0.10, 0.10, 0.14, 0.14, 0.12, 0.13, 0.15, 0.18, 0.15, 0.17, 0.18, 0.18, 0.16, 0.07, 0.08, -0.05],
  "molar_mass_g_mol": 120.2,
  "homo_ev": -18.28,
  "e_lumo_ev": -6.4239,
  "gap_ev": 11.9,
  "total_charge": 2
}